(1)
C18H27Br2N3PRhS | ωB97M-V with the def2-TZVPD basis set

Element x y z (Å)
Rh -0.709 0.017 0.356
Br -0.748 -2.379 2.017
C -0.212 -0.937 3.132
C 0.008 -1.103 4.481
C 0.367 0.025 5.209
C 0.495 1.245 4.559
C 0.260 1.306 3.198
N -0.092 0.222 2.495
H -0.104 -2.074 4.940
H 0.537 -0.063 6.273
H 0.774 2.139 5.098
H 0.362 2.229 2.643
Br 0.616 -1.149 -1.234
C 2.607 3.630 -4.142
C 2.217 2.194 -3.794
N 1.655 2.054 -2.446
C 0.443 2.422 -2.083
S 0.037 2.271 -0.383
N -0.394 2.939 -2.967
C -1.718 3.510 -2.725
C -1.687 5.033 -2.750
H 2.994 3.658 -5.160
H 3.389 3.987 -3.473
H 1.768 4.324 -4.083
H 3.102 1.565 -3.830
H 1.503 1.787 -4.516
H 2.241 1.647 -1.735
H -0.040 3.077 -3.904
H -2.064 3.149 -1.763
H -2.382 3.134 -3.505
H -1.014 5.421 -1.985
H -2.686 5.424 -2.564
H -1.360 5.400 -3.723
C -3.142 0.318 -1.968
P -3.005 0.354 -0.146
C -3.504 2.028 0.407
C -4.389 -0.686 0.402
C -4.241 -1.756 1.274
C -5.348 -2.510 1.638
C -6.599 -2.199 1.129
C -6.747 -1.125 0.261
C -5.652 -0.361 -0.100
H -3.963 0.955 -2.293
H -3.334 -0.710 -2.274
H -2.211 0.648 -2.429
H -4.192 2.467 -0.314
H -2.637 2.675 0.530
H -4.007 1.940 1.369
H -3.273 -2.015 1.673
H -5.232 -3.339 2.323
H -7.460 -2.791 1.408
H -7.720 -0.880 -0.143
H -5.782 0.482 -0.767

Properties
frontier orbital gap (spin up / spin down) = 0.2452 / 0.2434 Ha
HOMO energy (spin up / spin down) = -14.815 / -14.816 eV
spin multiplicity = 1
strongest force on any atom = 1.79 eV/A
total charge = +2

---

(2)
C16H23FeN6S2Te | ωB97M-V with the def2-TZVPD basis set

Element x y z (Å)
Fe 0.317 -0.236 0.033
C -3.664 1.777 -0.834
C -2.307 1.377 -0.354
N -1.906 0.143 -0.301
N -2.706 -0.872 -0.647
C -2.122 -1.983 -0.972
N -2.816 -3.110 -1.180
S -0.393 -2.081 -1.210
C -1.324 2.361 0.063
C -1.654 3.692 0.336
C -0.652 4.591 0.640
C 0.663 4.140 0.681
C 0.907 2.800 0.448
N -0.044 1.927 0.135
H -4.143 0.920 -1.301
H -3.591 2.593 -1.548
H -4.278 2.101 0.006
H -3.823 -3.093 -1.155
H -2.351 -3.882 -1.625
H -2.682 4.011 0.300
H -0.879 5.629 0.818
H 1.480 4.811 0.880
H 1.914 2.411 0.485
C 0.834 -1.655 3.771
Te -0.592 -0.988 2.298
C -0.899 0.900 3.286
H 1.704 -1.009 3.784
H 1.139 -2.663 3.514
H 0.371 -1.662 4.751
H -1.378 0.738 4.245
H -1.536 1.515 2.665
H 0.046 1.408 3.438
C 2.504 -4.152 -3.183
C 2.545 -3.651 -1.788
C 2.493 -4.442 -0.668
C 2.489 -3.831 0.604
N 2.459 -2.519 0.732
C 2.544 -1.750 -0.349
S 2.631 -0.068 -0.221
N 2.635 -2.315 -1.604
C 2.504 -4.642 1.850
H 2.511 -5.237 -3.207
H 3.355 -3.776 -3.747
H 1.597 -3.795 -3.671
H 2.453 -5.513 -0.760
H 2.696 -1.689 -2.402
H 2.587 -5.701 1.637
H 1.595 -4.465 2.419
H 3.339 -4.330 2.476

Properties
⟨S²⟩ = 6.021
frontier orbital gap (spin up / spin down) = 0.2706 / 0.2733 Ha
HOMO energy (spin up / spin down) = -10.418 / -10.717 eV
spin multiplicity = 5
strongest force on any atom = 1.88 eV/A
total charge = +1

---

(3)
C20H32O3 | ωB97M-V with the def2-TZVPD basis set

Element x y z (Å)
C -6.878 -0.002 -1.663
C -5.506 -0.091 -1.007
C -5.448 0.721 0.285
C -4.131 0.560 1.045
C -2.936 1.140 0.295
C -1.656 1.184 1.152
O -0.641 1.886 0.461
C -1.258 -0.207 1.560
C -0.450 -1.013 0.870
C -0.172 -2.366 1.293
C 0.515 -3.293 0.623
C 1.186 -3.147 -0.708
C 2.630 -3.537 -0.569
C 3.665 -2.712 -0.578
C 3.612 -1.222 -0.741
C 3.390 -0.553 0.585
C 4.040 0.492 1.075
C 5.153 1.250 0.422
C 4.665 2.594 -0.132
C 3.588 2.413 -1.201
C 2.240 2.014 -0.649
O 1.492 1.238 -1.205
O 1.913 2.661 0.455
H -6.903 -0.582 -2.582
H -7.120 1.031 -1.902
H -7.647 -0.386 -0.995
H -4.753 0.275 -1.707
H -5.276 -1.136 -0.785
H -5.605 1.778 0.054
H -6.266 0.401 0.935
H -3.958 -0.500 1.241
H -4.221 1.067 2.010
H -2.726 0.544 -0.596
H -3.162 2.161 -0.023
H -1.846 1.786 2.048
H -0.371 1.378 -0.324
H -1.723 -0.564 2.468
H 0.026 -0.668 -0.038
H -0.600 -2.638 2.251
H 0.628 -4.273 1.071
H 0.703 -3.831 -1.415
H 1.090 -2.134 -1.089
H 2.800 -4.595 -0.415
H 4.657 -3.119 -0.427
H 4.538 -0.876 -1.202
H 2.784 -0.936 -1.396
H 2.590 -0.994 1.167
H 3.740 0.883 2.039
H 5.933 1.444 1.162
H 5.597 0.671 -0.389
H 5.512 3.127 -0.569
H 4.261 3.201 0.679
H 3.427 3.366 -1.714
H 3.890 1.676 -1.945
H 0.987 2.434 0.724

Properties
frontier orbital gap = 0.3443 Ha
HOMO energy = -8.444 eV
spin multiplicity = 1
strongest force on any atom = 0.61 eV/A
SMILES = CCCCC[C@H](O)/C=C/C=C\C/C=C\C/C=C\CCCC(=O)O

---

(4)
C5H7NO | ωB97M-V with the def2-TZVPD basis set

Element x y z (Å)
C -2.069 -0.269 -0.094
C -1.012 -0.885 0.504
C 0.795 0.038 -0.221
C 2.039 -0.132 0.517
O 1.681 -0.829 -0.707
C 0.159 1.223 -0.983
N 1.019 2.037 -1.191
H -0.956 1.071 -1.118
H -2.598 0.545 0.394
H -2.505 -0.657 -1.010
H -0.766 -0.651 1.538
H -0.660 -1.845 0.133
H 2.839 0.590 0.393
H 2.050 -0.758 1.407

Properties
frontier orbital gap (spin up / spin down) = 0.2886 / 0.3049 Ha
HOMO energy (spin up / spin down) = -8.145 / -8.713 eV
spin multiplicity = 1
strongest force on any atom = 0.41 eV/A

---

Record order is preserved below.
E_tot: -6863.97835; -3279.98494; -1006.96486; -324.49415 hartree